<1>
ORCA calculation (ωB97M-V/def2-TZVPD) on a single C5H9NOS molecule.

Positions of all 17 atoms, in Å:
C: -2.8200 -0.7335 -0.2239
C: -1.9313 0.4641 0.2661
C: -0.5217 0.1293 0.1516
N: -0.2419 -1.1118 -0.0688
S: 1.3676 -1.4312 -0.0091
C: 1.9739 0.2667 -0.0413
C: 0.6554 1.1223 0.3001
O: 0.3671 2.4109 -0.2418
H: -2.7249 -0.7540 -1.3936
H: -2.5858 -1.6937 0.3043
H: -3.8287 -0.3627 0.1561
H: -2.1195 0.7636 1.3903
H: -2.2351 1.2438 -0.4378
H: 2.6646 0.5448 0.7269
H: 2.3781 0.4556 -1.1196
H: 0.6027 1.3982 1.3971
H: 0.5863 2.3043 -1.1781

Its SMILES is CCC1=NSC[C@H]1O. For the HOMO-LUMO gap, the calculation gives 8.9 eV. Its total charge is 0.

***

<2>
ORCA calculation (ωB97M-V/def2-TZVPD) on a single C5H9NOS molecule.

Positions of all 17 atoms, in Å:
C: -2.7634 0.9089 0.3900
S: -1.1052 1.2393 1.0432
C: -0.3490 -0.0385 0.0660
N: -0.1594 -1.2957 0.6382
C: 1.1646 -1.3884 0.7468
O: 1.9587 -2.1409 1.2166
C: 1.4814 0.0269 0.1876
C: 2.0830 0.3479 -1.1772
H: -3.0091 1.1477 -0.6325
H: -3.5779 1.4012 0.9697
H: -3.1283 -0.0841 0.6409
H: -0.5581 -0.0673 -1.0829
H: -0.6690 -2.1526 0.6756
H: 1.7198 0.9371 0.8288
H: 2.1680 -0.6404 -1.7484
H: 3.1560 0.5743 -1.0459
H: 1.5879 1.2246 -1.7167

Its SMILES is CS[C@@H]1NC(=O)[C@H]1C. For the HOMO-LUMO gap, the calculation gives 9.9 eV. Its total charge is 0.

***

<3>
ORCA calculation (ωB97M-V/def2-TZVPD) on a molecular structure, C5H9NOS.

Positions of all 17 atoms, in Å:
C: -0.4242 0.1448 1.9055
C: 1.6776 0.6780 0.8282
C: -0.3239 0.4633 -0.5612
C: -0.2578 -0.8547 -1.2359
C: -1.0941 -1.1512 -2.4219
H: -0.1906 0.7037 2.8195
H: -1.5013 0.2185 1.8482
H: -0.2589 -0.9368 2.1047
H: 2.0288 -0.3596 1.1035
H: 2.1425 1.6983 1.5754
H: 1.9262 0.6551 -0.5531
H: 0.1775 1.1152 -1.1890
H: -1.3366 0.7375 -0.4902
H: -1.4139 -2.2399 -2.6331
N: 0.2720 0.7470 0.7676
O: 0.4182 -1.6790 -0.5732
S: -1.8414 0.0597 -3.2950

For the HOMO-LUMO gap, the calculation gives 6.6 eV. Its total charge is 0.

***

Energy ordering: <1> at the bottom, the next structure 0.270 eV above.

***

<1>
ORCA calculation (ωB97M-V/def2-TZVPD) on a single C5H9NOS molecule.

Positions of all 17 atoms, in Å:
C: -1.0629 0.5752 1.1207
C: -0.4514 -0.2223 0.0030
S: -1.9763 -0.7686 -0.8180
C: 0.2566 0.5907 -0.9377
C: 1.8344 0.6512 -0.7722
N: 2.5842 -0.3518 -0.1583
O: 1.6448 -1.4826 -0.3590
C: 0.4855 -1.4477 0.3969
H: -1.6099 1.2901 0.4838
H: -0.3363 0.9714 1.8841
H: -1.8719 -0.0173 1.6860
H: -2.3602 0.4295 -0.7100
H: -0.0491 0.4166 -2.0417
H: 0.0747 1.6111 -0.8912
H: 2.3944 1.4986 -0.4827
H: -0.2457 -2.3095 0.0636
H: 0.6892 -1.4345 1.5329

Its SMILES is C[C@@]1(S)CC=NOC1. For the HOMO-LUMO gap, the calculation gives 9.7 eV. Its total charge is 0.

***

<2>
ORCA calculation (ωB97M-V/def2-TZVPD) on a single C5H9NOS molecule.

Positions of all 17 atoms, in Å:
S: 2.5555 -1.4392 -0.3023
C: 2.6856 0.0787 0.3484
N: 1.8940 1.1230 0.1443
O: 0.9163 1.0871 -0.8628
C: -0.4189 1.1052 -0.3844
C: -0.7599 -0.1891 0.3141
C: -2.2080 -0.6433 0.2713
C: -1.1618 -1.4247 -0.5049
H: 3.4835 0.3514 1.0584
H: 2.2326 1.9840 0.4666
H: -1.0062 1.2591 -1.2931
H: -0.6199 1.9343 0.3161
H: -0.2208 -0.3811 1.2316
H: -2.8594 -0.0136 -0.3598
H: -2.5412 -1.1535 1.1755
H: -1.0877 -1.2924 -1.5859
H: -0.8837 -2.3858 -0.0331

Its SMILES is S=CNOCC1CC1. For the HOMO-LUMO gap, the calculation gives 9.0 eV. Its total charge is 0.

***

Energy ordering: <2> at the bottom, the next structure 1.713 eV above.

***

<1>
ORCA calculation (ωB97M-V/def2-TZVPD) on a gas-phase ion, C6H14NO (charge +1).

Positions of all 22 atoms, in Å:
N: 0.5632 -1.3909 -1.3657
C: 0.7618 -0.1622 -2.1794
C: 0.4578 1.0869 -1.3554
C: 1.0945 1.2715 0.0235
C: 0.3667 0.4330 1.0527
C: -0.9394 0.6156 1.1956
C: -1.6929 -0.2118 2.2395
O: -1.2217 -1.5680 2.0496
H: 1.4715 -1.5805 -0.9184
H: 0.3893 -2.2760 -1.8255
H: -0.0238 -1.2794 -0.5290
H: 1.6702 -0.1282 -2.7793
H: -0.0098 -0.1460 -2.9521
H: 0.4865 1.9471 -2.0248
H: -0.6133 0.9851 -1.2484
H: 1.0188 2.3328 0.2632
H: 2.1662 1.0894 -0.0418
H: 0.8790 -0.4082 1.4999
H: -1.4886 1.4458 0.7669
H: -2.7443 -0.1929 1.9519
H: -1.5331 0.0994 3.2660
H: -1.0586 -1.9626 2.9110

Its SMILES is [NH3+]CCC/C=C/CO. For the HOMO-LUMO gap, the calculation gives 9.8 eV. Its total charge is +1.

***

<2>
ORCA calculation (ωB97M-V/def2-TZVPD) on 3 unconnected molecules or ions with the total composition C6H14NO.

Positions of all 22 atoms, in Å:
C: -1.3048 0.5065 0.1328
O: 0.0415 0.5351 0.1549
C: -6.3314 -0.3108 0.4387
C: 4.5828 -0.8662 -1.5337
C: 4.9666 -0.0740 -0.4793
C: 4.1147 0.5855 0.4178
C: 2.6399 0.5258 0.2536
N: -4.9090 -0.3942 0.3994
H: -1.7297 0.9174 1.0807
H: -1.7539 0.9930 -0.7322
H: -1.5966 -0.5686 0.1384
H: -6.6887 0.4385 -0.2673
H: 3.5860 -0.7440 -1.9493
H: 5.3492 -1.3021 -2.1638
H: 6.0162 -0.1567 -0.2292
H: 4.5582 1.1741 1.2124
H: 2.2314 1.0986 -0.5810
H: 2.1176 0.7382 1.1773
H: 2.4160 -0.5213 0.0326
H: -6.7699 -0.0421 1.4153
H: -4.7317 -1.2651 0.9254
H: -6.8042 -1.2676 0.1565

For the HOMO-LUMO gap, the calculation gives 3.1 eV. Its total charge is +1.

***

Energy ordering: <1> at the bottom, the next structure 9.209 eV above.